1.
The following is a quantum chemistry calculation of a structure of composition C2H4N2P2 at a distorted geometry, from OMol25.

XYZ file:
```
10
Properties=species:S:1:pos:R:3:lowdin_charge:R:1
C 0.875 -0.344 -0.010 -0.290
C -0.405 0.279 -0.163 -0.929
N 2.071 -0.066 -0.302 -0.114
N 3.154 0.006 -0.555 0.240
P -1.003 1.982 -0.135 0.686
P -1.964 -0.660 -0.114 0.664
H 0.902 -1.395 0.265 0.112
H 0.080 2.955 0.104 -0.168
H -2.142 -0.766 1.333 -0.085
H -1.568 -1.991 -0.423 -0.116
```

For the energy, the calculation gives -870.67490 Eh. The molar mass is 118.02 g/mol.


2.
The following is a quantum chemistry calculation of a cluster of 2 separate species, C3H5N3O9 in total at a distorted geometry, from OMol25.

XYZ file:
```
20
Properties=species:S:1:pos:R:3:lowdin_charge:R:1
C -0.430 0.583 0.296 -0.222
C 0.462 -0.606 0.691 -0.246
C 1.792 -0.774 -0.032 0.082
N 2.676 -1.857 0.552 -0.327
N 2.084 -0.472 -1.482 -0.370
N 3.034 1.730 0.067 -0.535
O 3.656 -2.159 -0.131 0.131
O 1.117 -0.704 -2.127 0.146
O 2.339 2.022 -0.826 0.104
O 2.384 -2.260 1.618 0.169
O 3.147 -0.184 -1.833 0.183
O 3.833 2.443 0.598 0.121
O -1.033 0.349 -0.894 -0.042
O -0.035 -1.848 0.185 -0.016
O 3.035 0.577 0.695 0.063
H 0.071 1.622 0.252 0.153
H -1.191 0.630 1.199 0.166
H 0.567 -0.820 1.731 0.147
H -0.704 0.883 -1.628 0.116
H -0.758 -1.814 -0.552 0.175
```

For the energy, the calculation gives -958.26579 Eh. The molar mass is 227.09 g/mol.


3.
The following is a quantum chemistry calculation of a cluster of 2 separate species, C20H21Cl2 in total at a distorted geometry, from OMol25.

XYZ file:
```
43
Properties=species:S:1:pos:R:3:lowdin_charge:R:1
C -2.154 -0.796 2.570 -0.063
C -0.658 -0.766 2.585 -0.293
C 0.012 0.404 2.635 -0.080
C 1.504 0.505 2.688 -0.206
C 2.209 -0.800 2.278 -0.205
C 1.543 -2.021 2.906 -0.199
C 0.053 -2.096 2.539 -0.164
H -2.530 -1.821 2.481 0.080
H -2.581 -0.362 3.486 0.088
H -2.551 -0.214 1.726 0.061
H -0.524 1.355 2.697 0.085
H 1.863 1.322 2.049 0.102
H 1.832 0.748 3.709 0.115
H 2.173 -0.898 1.185 0.115
H 3.259 -0.768 2.584 0.110
H 2.047 -2.935 2.570 0.113
H 1.640 -1.975 3.999 0.119
H -0.444 -2.826 3.195 0.120
H -0.026 -2.516 1.520 0.127
Cl -1.414 1.625 -5.076 0.786
C -1.364 2.199 -3.470 -0.634
C -2.032 1.510 -2.441 -0.060
C -1.978 1.985 -1.139 0.023
C -1.232 3.157 -0.786 -0.170
C -1.231 3.543 0.587 0.122
C -0.623 4.660 1.233 -0.173
C -0.816 4.785 2.646 0.017
C -0.244 5.812 3.382 -0.061
C 0.537 6.788 2.736 -0.634
Cl 1.259 8.053 3.627 0.786
C 0.721 6.720 1.347 -0.059
C 0.139 5.692 0.607 0.026
C -0.589 3.843 -1.860 0.026
C -0.649 3.368 -3.169 -0.059
H -2.579 0.606 -2.687 0.120
H -2.516 1.458 -0.347 0.121
H -1.876 2.940 1.230 0.126
H -1.436 4.040 3.151 0.128
H -0.379 5.877 4.457 0.120
H 1.326 7.473 0.849 0.121
H 0.285 5.702 -0.465 0.090
H -0.034 4.753 -1.683 0.090
H -0.133 3.901 -3.965 0.121
```

As for the total charge: +1. For the energy, the calculation gives -1694.80862 Eh. The molar mass is 332.29 g/mol.


4.
The following is a quantum chemistry calculation of a cluster of 12 separate species, C5H32O14 in total at a distorted geometry, from OMol25.

XYZ file:
```
51
Properties=species:S:1:pos:R:3:lowdin_charge:R:1
O 3.707 1.460 0.122 0.075
C 2.567 1.882 -0.032 -0.469
O 2.141 2.883 0.875 0.018
C 1.516 1.584 -1.063 -0.112
C 0.424 0.698 -0.524 -0.206
C 1.081 -0.478 0.067 -0.152
C 0.458 -1.760 -0.609 -0.229
O -0.465 -2.303 0.282 -0.130
H 2.892 3.024 1.538 0.137
H 1.982 1.381 -2.003 0.112
H 1.044 2.677 -1.184 0.173
H -0.241 1.424 0.117 0.140
H -0.183 0.432 -1.384 0.074
H 0.922 -0.424 1.128 0.096
H 2.159 -0.450 0.230 0.113
H 1.261 -2.668 -0.554 0.172
H 0.190 -1.627 -1.608 0.040
H -1.341 -1.799 0.212 0.117
O -2.198 -1.773 -2.317 -0.041
H -2.388 -2.728 -2.257 0.085
H -1.300 -1.687 -2.645 0.007
O -2.684 -1.740 1.863 -0.079
H -1.767 -1.926 2.186 0.010
H -2.803 -0.855 1.500 -0.015
O 0.113 -2.407 2.800 -0.086
H -0.142 -3.085 3.412 0.056
H 0.068 -2.755 1.820 0.090
O -0.152 0.208 3.456 0.010
H -0.762 -0.014 4.097 0.064
H 0.000 -0.689 3.290 -0.004
O -2.745 0.912 1.178 -0.074
H -3.540 1.392 1.495 0.106
H -2.014 1.251 1.725 0.001
O -1.501 0.978 -4.282 -0.128
H -1.395 1.211 -3.273 0.064
H -2.369 0.510 -4.049 0.072
O 2.945 -1.265 -2.815 -0.089
H 2.084 -1.159 -2.378 -0.020
H 3.569 -1.497 -2.046 0.094
O 0.468 -0.693 -3.747 -0.062
H 1.098 -1.285 -4.180 0.058
H 0.244 0.001 -4.371 0.034
O 2.045 1.789 3.614 -0.048
H 2.900 1.308 3.419 0.081
H 1.408 1.119 3.624 -0.057
O -2.438 1.000 -1.509 -0.102
H -2.663 1.156 -0.563 0.013
H -2.371 0.042 -1.750 0.011
O -0.972 2.363 2.370 -0.052
H -0.271 2.808 1.909 0.038
H -0.580 1.572 2.813 -0.005
```

For the energy, the calculation gives -1263.00941 Eh. Its structure (SMILES) is O=C(O)CCCCO.O.O.O.O.O.O.O.O.O.O.O. The molar mass is 316.30 g/mol.


5.
The following is a quantum chemistry calculation of a cluster of 2 separate species, C9H14 in total at a distorted geometry, from OMol25.

XYZ file:
```
23
Properties=species:S:1:pos:R:3:lowdin_charge:R:1
C -0.939 -1.917 -1.477 -0.040
C -1.408 -0.601 -0.886 -0.281
C -0.735 0.606 -1.055 -0.074
C -1.062 1.791 -0.379 -0.091
C -2.144 1.823 0.485 -0.094
C -2.900 0.654 0.603 -0.098
C -2.539 -0.496 -0.056 -0.066
H -1.778 -2.608 -1.436 0.075
H 0.042 -2.064 -1.021 0.076
H -0.725 -1.829 -2.552 0.080
H 0.150 0.647 -1.689 0.110
H -0.370 2.613 -0.466 0.096
H -2.432 2.693 1.044 0.094
H -3.772 0.675 1.250 0.102
H -3.062 -1.441 0.093 0.106
C 2.607 -0.715 0.756 -0.169
C 3.317 0.592 1.120 -0.163
H 1.542 -0.501 0.640 0.041
H 2.906 -1.114 -0.213 0.058
H 2.686 -1.526 1.485 0.064
H 3.630 0.537 2.159 0.055
H 2.710 1.479 1.001 0.054
H 4.276 0.702 0.595 0.064
```

For the energy, the calculation gives -351.30986 Eh. Its structure (SMILES) is Cc1ccccc1.CC. The molar mass is 122.21 g/mol.


6.
The following is a quantum chemistry calculation of a structure of composition C23H20AsN5S4Se3TeW, from OMol25.

XYZ file:
```
58
Properties=species:S:1:pos:R:3:lowdin_charge:R:1
W 1.289 0.306 1.481 0.939
C 4.532 -0.706 -2.882 -0.077
C 4.969 -0.046 -1.742 -0.062
C 4.053 0.529 -0.873 -0.031
C 2.700 0.432 -1.161 -0.337
C 2.249 -0.224 -2.300 -0.059
C 3.173 -0.794 -3.159 -0.065
N 1.740 1.002 -0.261 -0.163
C 1.045 2.158 -0.672 -0.258
C 1.340 2.915 -1.798 -0.004
C 0.594 4.057 -2.049 -0.074
C -0.416 4.455 -1.182 -0.077
C -0.673 3.725 -0.028 -0.012
C 0.068 2.588 0.230 -0.294
N -0.079 1.850 1.444 -0.234
N -0.775 0.643 1.226 -0.092
C -1.102 0.119 2.506 -0.396
C -2.313 -0.413 2.903 -0.020
C -2.362 -0.981 4.165 -0.046
C -1.223 -1.024 4.969 -0.033
C -0.038 -0.521 4.477 -0.102
N -0.003 0.041 3.266 -0.072
H 5.250 -1.157 -3.553 0.104
H 6.026 0.018 -1.521 0.109
H 4.374 1.033 0.030 0.073
H 1.181 -0.292 -2.482 0.085
H 2.832 -1.317 -4.043 0.107
H 2.126 2.606 -2.473 0.119
H 0.814 4.651 -2.926 0.106
H -0.986 5.351 -1.391 0.104
H -1.420 4.041 0.688 0.119
H -3.165 -0.401 2.239 0.109
H -3.285 -1.422 4.515 0.112
H -1.253 -1.476 5.949 0.113
H 0.899 -0.560 5.018 0.107
Se 3.025 -1.264 2.394 0.019
Se 4.149 -0.396 4.265 -0.142
Te 4.723 1.802 3.215 0.305
Se 2.313 2.309 2.762 0.008
S -0.364 -4.811 0.843 0.030
As -2.218 -3.370 0.684 0.289
S 0.016 -3.037 1.776 -0.153
S 0.905 -1.849 0.317 0.049
S -3.573 -3.928 2.107 -0.097
N -1.122 0.233 -2.138 0.109
C -2.221 -0.620 -2.014 -0.331
C -2.292 -1.783 -2.783 -0.055
C -3.352 -2.663 -2.631 -0.122
C -4.354 -2.418 -1.701 -0.162
C -4.288 -1.263 -0.932 -0.147
C -3.238 -0.369 -1.087 -0.070
H -0.780 0.355 -3.077 0.091
H -1.195 1.106 -1.640 0.069
H -1.498 -2.003 -3.486 0.109
H -3.380 -3.565 -3.229 0.103
H -5.166 -3.120 -1.571 0.101
H -5.059 -1.064 -0.197 0.103
H -3.190 0.534 -0.489 0.100
```

For the energy, the calculation gives -12530.28127 Eh. The molar mass is 1117.96 g/mol.


7.
The following is a quantum chemistry calculation of a cluster of 14 separate species, C73H72F2N16O4 in total at a distorted geometry, from OMol25.

XYZ file:
```
167
Properties=species:S:1:pos:R:3:lowdin_charge:R:1
C 2.247 5.445 -0.774 0.002
C 1.967 4.215 -1.712 -0.326
C 1.835 4.841 -3.113 -0.178
N 1.775 5.234 -4.161 0.228
C 0.573 3.508 -1.414 -0.156
C -0.073 4.126 -0.173 -0.198
N -0.418 4.720 0.726 0.199
C -0.472 3.596 -2.577 -0.122
O -1.619 2.846 -2.124 -0.202
O -2.664 3.682 -1.838 -0.037
N 3.132 3.289 -1.804 0.153
C 2.980 2.325 -2.901 -0.491
O 3.667 2.405 -3.822 0.232
F 2.081 1.326 -2.830 0.158
C 3.294 2.507 -0.636 -0.471
O 2.873 2.712 0.421 0.181
F 4.005 1.364 -0.827 0.140
H 2.347 5.163 0.281 0.048
H 1.510 6.252 -0.948 0.112
H 3.231 5.841 -1.113 0.113
H 0.665 2.428 -1.170 0.136
H -0.140 3.067 -3.494 0.143
H -0.830 4.621 -2.773 0.145
H -2.905 3.463 -0.920 0.120
N -4.775 1.182 -5.570 0.055
C -5.268 -0.034 -5.312 -0.171
C -5.131 -0.680 -4.092 -0.072
C -4.441 -0.030 -3.081 -0.073
C -3.921 1.230 -3.327 -0.066
C -4.115 1.789 -4.579 -0.141
H -5.797 -0.504 -6.136 0.078
H -5.554 -1.664 -3.940 0.099
H -4.311 -0.500 -2.113 0.104
H -3.379 1.759 -2.557 0.065
H -3.727 2.775 -4.815 0.105
N 0.111 1.298 1.414 0.073
C 1.178 0.687 1.941 -0.140
C 1.102 -0.280 2.929 -0.081
C -0.153 -0.631 3.405 -0.090
C -1.274 -0.011 2.878 -0.051
C -1.086 0.941 1.887 -0.137
H 2.133 0.999 1.539 0.081
H 1.999 -0.744 3.318 0.106
H -0.253 -1.382 4.180 0.079
H -2.270 -0.257 3.224 0.081
H -1.932 1.453 1.439 0.101
N 1.503 -0.848 6.662 0.055
C 1.523 0.423 6.250 -0.132
C 1.985 1.476 7.022 -0.059
C 2.450 1.199 8.297 -0.073
C 2.438 -0.112 8.747 -0.069
C 1.958 -1.093 7.894 -0.149
H 1.146 0.589 5.249 0.078
H 1.979 2.488 6.634 0.074
H 2.818 1.995 8.934 0.105
H 2.792 -0.368 9.737 0.102
H 1.932 -2.134 8.200 0.102
N -1.953 -1.625 -10.671 0.047
C -2.520 -2.534 -9.873 -0.159
C -3.197 -2.218 -8.706 -0.080
C -3.289 -0.886 -8.342 -0.076
C -2.708 0.075 -9.151 -0.069
C -2.056 -0.346 -10.300 -0.161
H -2.419 -3.564 -10.198 0.099
H -3.640 -2.995 -8.097 0.087
H -3.809 -0.600 -7.436 0.073
H -2.760 1.126 -8.898 0.101
H -1.588 0.369 -10.969 0.099
N 3.895 5.949 2.470 0.062
C 3.394 4.735 2.715 -0.145
C 3.512 4.082 3.932 -0.060
C 4.192 4.721 4.954 -0.084
C 4.722 5.981 4.724 -0.074
C 4.545 6.548 3.472 -0.155
H 2.875 4.274 1.885 0.059
H 3.083 3.098 4.073 0.097
H 4.308 4.244 5.920 0.101
H 5.260 6.512 5.498 0.100
H 4.939 7.533 3.245 0.102
N 6.532 -2.185 -4.769 0.068
C 6.145 -0.909 -4.703 -0.139
C 5.163 -0.443 -3.842 -0.058
C 4.543 -1.355 -3.003 -0.068
C 4.926 -2.685 -3.054 -0.084
C 5.923 -3.046 -3.950 -0.176
H 6.657 -0.235 -5.381 0.106
H 4.891 0.604 -3.831 0.074
H 3.769 -1.032 -2.316 0.098
H 4.463 -3.425 -2.415 0.094
H 6.260 -4.074 -4.025 0.092
N 1.696 -5.698 4.069 0.055
C 1.110 -6.608 4.851 -0.157
C 0.420 -6.298 6.012 -0.077
C 0.334 -4.967 6.388 -0.090
C 0.936 -4.004 5.593 -0.080
C 1.599 -4.422 4.449 -0.151
H 1.206 -7.636 4.517 0.102
H -0.038 -7.079 6.606 0.100
H -0.195 -4.683 7.290 0.096
H 0.893 -2.953 5.854 0.056
H 2.083 -3.705 3.793 0.099
N 3.038 -7.952 -6.413 0.049
C 2.444 -6.818 -6.796 -0.161
C 2.790 -5.565 -6.314 -0.071
C 3.808 -5.484 -5.378 -0.074
C 4.437 -6.646 -4.963 -0.067
C 4.017 -7.848 -5.511 -0.149
H 1.652 -6.933 -7.528 0.100
H 2.276 -4.679 -6.662 0.101
H 4.108 -4.526 -4.974 0.074
H 5.236 -6.622 -4.232 0.062
H 4.481 -8.785 -5.220 0.102
N 0.444 4.705 6.135 0.058
C 0.787 5.148 7.351 -0.162
C 0.082 6.117 8.046 -0.074
C -1.042 6.665 7.450 -0.072
C -1.416 6.225 6.192 -0.070
C -0.644 5.248 5.583 -0.138
H 1.676 4.692 7.777 0.091
H 0.406 6.434 9.029 0.101
H -1.620 7.426 7.960 0.109
H -2.285 6.630 5.694 0.073
H -0.900 4.871 4.598 0.106
N -4.068 -1.095 4.969 0.057
C -3.013 -1.713 5.506 -0.139
C -3.104 -2.676 6.497 -0.058
C -4.363 -3.019 6.963 -0.076
C -5.473 -2.390 6.422 -0.072
C -5.272 -1.442 5.432 -0.152
H -2.051 -1.410 5.113 0.068
H -2.213 -3.145 6.893 0.088
H -4.478 -3.767 7.738 0.106
H -6.472 -2.630 6.760 0.102
H -6.110 -0.926 4.976 0.102
N -4.786 7.310 4.520 0.056
C -5.690 7.745 3.639 -0.153
C -6.616 6.924 3.016 -0.074
C -6.603 5.572 3.320 -0.082
C -5.672 5.097 4.229 -0.069
C -4.792 6.004 4.798 -0.158
H -5.660 8.809 3.432 0.103
H -7.328 7.332 2.312 0.101
H -7.310 4.896 2.853 0.105
H -5.629 4.048 4.492 0.102
H -4.050 5.682 5.518 0.081
N 6.019 -7.129 -2.029 0.060
C 6.825 -7.891 -1.284 -0.144
C 7.674 -7.394 -0.308 -0.071
C 7.695 -6.027 -0.091 -0.077
C 6.870 -5.215 -0.852 -0.060
C 6.056 -5.812 -1.800 -0.157
H 6.777 -8.955 -1.491 0.105
H 8.302 -8.061 0.266 0.102
H 8.346 -5.599 0.661 0.107
H 6.858 -4.141 -0.713 0.103
H 5.393 -5.219 -2.416 0.059
N -6.661 -2.062 -8.094 0.059
C -7.586 -1.633 -8.955 -0.143
C -8.520 -2.457 -9.563 -0.072
C -8.493 -3.808 -9.265 -0.081
C -7.541 -4.280 -8.375 -0.072
C -6.654 -3.372 -7.819 -0.157
H -7.568 -0.568 -9.160 0.107
H -9.248 -2.051 -10.251 0.102
H -9.204 -4.487 -9.719 0.106
H -7.488 -5.330 -8.118 0.102
H -5.894 -3.696 -7.116 0.099
```

For the energy, the calculation gives -4201.49290 Eh. The molar mass is 1275.48 g/mol.


8.
The following is a quantum chemistry calculation of a structure of composition C20H35AsF6HfN5 at a distorted geometry, from OMol25.

XYZ file:
```
68
Properties=species:S:1:pos:R:3:lowdin_charge:R:1
Hf -2.786 -6.981 7.594 2.243
As 0.147 -5.954 10.157 0.861
F -0.851 -4.916 11.133 -0.214
F -0.434 -7.422 10.952 -0.235
F 0.988 -6.911 8.939 -0.248
F 0.654 -4.525 9.230 -0.233
F 1.452 -5.813 11.249 -0.176
F -1.220 -6.068 8.914 -0.433
C -3.963 -4.204 12.858 -0.089
C -3.943 -2.984 11.924 -0.191
C -4.636 -3.324 10.603 -0.123
C -4.021 -4.402 9.862 -0.093
N -3.543 -5.230 9.216 0.084
H -3.743 -5.088 12.244 0.040
H -4.881 -4.470 13.387 0.090
H -3.207 -4.190 13.643 0.085
H -2.877 -2.911 11.700 0.110
H -4.322 -2.106 12.437 0.134
H -4.755 -2.439 9.973 0.156
H -5.633 -3.732 10.815 0.157
C 1.356 -12.775 8.801 -0.068
C 0.517 -11.794 7.957 -0.215
C 0.843 -10.312 8.258 -0.125
C -0.259 -9.367 8.118 -0.078
N -1.156 -8.642 8.128 0.066
H 2.381 -12.395 8.772 0.086
H 1.349 -13.811 8.479 0.093
H 1.097 -12.730 9.860 0.085
H -0.551 -11.944 8.114 0.111
H 0.754 -11.925 6.901 0.120
H 1.755 -9.907 7.817 0.148
H 1.063 -10.246 9.335 0.155
C 0.405 -2.322 14.547 -0.106
C 0.681 -3.832 14.711 -0.261
C 2.035 -4.175 15.340 -0.185
C 3.062 -3.212 14.953 -0.240
N 3.887 -2.445 14.705 0.163
H -0.505 -2.190 13.947 0.050
H 1.076 -1.707 13.953 0.076
H 0.120 -1.906 15.515 0.083
H 0.786 -4.216 13.687 0.081
H -0.175 -4.289 15.200 0.101
H 2.381 -5.201 15.242 0.116
H 1.810 -3.979 16.397 0.126
C -5.342 -10.019 12.591 -0.076
C -3.821 -9.819 12.904 -0.189
C -3.160 -8.524 12.393 -0.148
C -3.291 -8.211 10.976 -0.110
N -3.392 -7.981 9.853 0.085
H -5.825 -10.458 13.465 0.085
H -5.662 -10.704 11.808 0.077
H -5.810 -9.039 12.470 0.072
H -3.290 -10.647 12.440 0.117
H -3.744 -9.622 13.970 0.125
H -2.091 -8.596 12.607 0.137
H -3.535 -7.675 12.970 0.138
C 3.143 -6.309 6.711 -0.082
C 2.679 -5.462 5.508 -0.214
C 1.280 -4.825 5.632 -0.102
C 0.159 -5.710 6.065 -0.057
N -0.765 -6.332 6.371 0.069
H 4.157 -6.600 6.438 0.093
H 2.566 -7.223 6.831 0.051
H 3.153 -5.666 7.588 0.085
H 2.778 -6.002 4.567 0.121
H 3.392 -4.639 5.466 0.129
H 0.956 -4.328 4.717 0.146
H 1.387 -4.082 6.428 0.144
```

As for the total charge: +3. For the energy, the calculation gives -3938.77848 Eh. The molar mass is 712.94 g/mol.